{"formula": "C44H63ClI2KN2O5P2SeSi", "method": "the ωB97M-V functional and the def2-TZVPD basis", "species": ["K", "C", "Si", "C", "C", "C", "C", "C", "C", "P", "C", "C", "C", "C", "C", "C", "C", "C", "C", "C", "C", "C", "C", "C", "C", "C", "C", "C", "P", "C", "C", "C", "C", "C", "C", "C", "C", "C", "C", "C", "C", "H", "H", "H", "H", "H", "H", "H", "H", "H", "H", "H", "H", "H", "H", "H", "H", "H", "H", "H", "H", "H", "H", "H", "H", "H", "H", "H", "H", "H", "H", "H", "H", "H", "H", "H", "H", "H", "H", "H", "H", "H", "H", "H", "H", "H", "H", "H", "H", "H", "H", "H", "H", "H", "H", "H", "I", "C", "I", "H", "H", "O", "Cl", "O", "O", "O", "O", "H", "H", "Se", "N", "C", "C", "C", "C", "C", "C", "N", "H", "H", "H", "H"], "coordinates": [[1.9158, 2.1104, -0.6921], [0.5854, 0.5475, -3.3455], [-0.4072, 0.0817, -1.7654], [-0.2681, -1.7751, -1.2754], [-1.4021, -2.5926, -1.4326], [-1.4535, -3.8964, -0.9725], [-0.3565, -4.4350, -0.3159], [0.7661, -3.6486, -0.1212], [0.8357, -2.3321, -0.5813], [2.2607, -1.2258, -0.2092], [3.8006, -1.7310, -1.1955], [4.3066, -3.1694, -1.4066], [3.4763, -3.9672, -2.4119], [3.4440, -3.2532, -3.7609], [2.9176, -1.8321, -3.5750], [3.7792, -1.0584, -2.5786], [2.7942, -1.6693, 1.5449], [1.6701, -1.2520, 2.5023], [2.1548, -1.3094, 3.9521], [2.6667, -2.7152, 4.3384], [2.6251, -3.6701, 3.1466], [3.3478, -3.0648, 1.9405], [-2.1706, 0.1906, -2.5696], [-2.3890, -0.3838, -3.8249], [-3.5745, -0.2059, -4.5211], [-4.5742, 0.5775, -3.9693], [-4.3970, 1.1458, -2.7181], [-3.2178, 0.9479, -1.9951], [-2.9321, 1.6034, -0.3031], [-4.5117, 2.6087, -0.0251], [-5.8617, 1.9255, 0.2151], [-6.9874, 2.9656, 0.2243], [-6.7480, 4.0172, 1.3074], [-5.3873, 4.6847, 1.1051], [-4.2676, 3.6441, 1.0808], [-3.1703, 0.0165, 0.6816], [-4.2567, -0.9752, 0.2641], [-3.9646, -2.3537, 0.8927], [-3.2458, -2.2250, 2.2461], [-3.7165, -0.9633, 2.9654], [-3.3028, 0.3018, 2.1876], [0.6000, -0.2652, -4.0776], [1.6142, 0.8366, -3.1449], [0.0832, 1.4004, -3.8072], [-2.2732, -2.1808, -1.9260], [-2.3498, -4.4893, -1.1183], [-0.3708, -5.4574, 0.0432], [1.6007, -4.0883, 0.4055], [4.5492, -1.2058, -0.5865], [4.4088, -3.7194, -0.4761], [5.3237, -3.0718, -1.8099], [2.4550, -4.0706, -2.0469], [3.8945, -4.9727, -2.5199], [2.8131, -3.8034, -4.4643], [4.4555, -3.2202, -4.1825], [1.8932, -1.8839, -3.1973], [2.8965, -1.3069, -4.5323], [3.4362, -0.0281, -2.4970], [4.8076, -1.0192, -2.9603], [3.5997, -0.9390, 1.6921], [0.7930, -1.8896, 2.3573], [1.3697, -0.2274, 2.2754], [1.3520, -0.9908, 4.6211], [2.9626, -0.5800, 4.0600], [2.0824, -3.1281, 5.1634], [3.7028, -2.6462, 4.6806], [1.5908, -3.9038, 2.8816], [3.1054, -4.6157, 3.4122], [3.2870, -3.7715, 1.1220], [4.4089, -2.9684, 2.1908], [-1.6011, -0.9771, -4.2797], [-3.7140, -0.6603, -5.4957], [-5.5024, 0.7386, -4.5059], [-5.2017, 1.7452, -2.3111], [-4.5753, 3.1742, -0.9653], [-5.8506, 1.4219, 1.1862], [-6.0654, 1.1691, -0.5444], [-7.9522, 2.4723, 0.3790], [-7.0255, 3.4652, -0.7499], [-6.7751, 3.5381, 2.2923], [-7.5464, 4.7650, 1.2895], [-5.2024, 5.4192, 1.8944], [-5.3938, 5.2227, 0.1508], [-4.2157, 3.1496, 2.0569], [-3.3054, 4.1321, 0.9205], [-2.2070, -0.4803, 0.5013], [-4.3063, -1.0690, -0.8217], [-5.2300, -0.6158, 0.6046], [-3.3479, -2.9451, 0.2150], [-4.9082, -2.8911, 1.0302], [-2.1624, -2.1820, 2.0944], [-3.4425, -3.1076, 2.8598], [-3.3218, -0.9239, 3.9836], [-4.8071, -1.0118, 3.0506], [-2.3592, 0.6900, 2.5763], [-4.0486, 1.0811, 2.3543], [0.6996, 5.3253, 1.2379], [0.4900, 6.0834, -0.7425], [-0.6959, 4.8720, -2.0249], [1.4835, 6.1165, -1.1657], [0.0252, 7.0577, -0.6734], [4.7371, 4.1631, -2.2612], [3.4047, 3.7302, -2.5109], [2.9085, 4.2655, -3.7342], [3.3464, 2.2905, -2.5406], [2.5476, 4.1599, -1.4236], [0.2559, 1.7772, 1.0517], [-0.0303, 0.8849, 1.2811], [1.0994, 1.9023, 1.4985], [2.6554, 2.3699, 3.4394], [3.0701, 2.0153, 1.7366], [4.3660, 1.6977, 1.7164], [5.1004, 1.3712, 0.5535], [6.4168, 1.0163, 0.6803], [7.0521, 0.9707, 1.9430], [6.3847, 1.3038, 3.0904], [5.0246, 1.6844, 3.0074], [4.2778, 2.0180, 4.0570], [4.6290, 1.4207, -0.4185], [6.9834, 0.7744, -0.2098], [8.0909, 0.6714, 2.0014], [6.8688, 1.2797, 4.0574]], "forces_ev_per_a": [[-1.462, -1.763, 0.603], [0.019, -0.655, -0.104], [-0.417, 0.571, 0.733], [0.051, 0.107, -0.522], [0.075, -0.188, -0.014], [0.091, 0.041, -0.003], [-0.028, -0.156, 0.029], [0.085, 0.042, 0.108], [-0.039, -0.049, 0.001], [0.468, -0.564, -0.053], [-0.101, 0.053, -0.059], [-0.159, -0.011, 0.075], [0.161, 0.084, -0.097], [-0.139, 0.002, 0.116], [0.180, -0.084, 0.004], [-0.097, 0.042, 0.079], [-0.255, 0.088, -0.198], [0.151, 0.078, 0.081], [-0.092, -0.052, -0.081], [-0.032, -0.042, -0.099], [0.154, 0.079, 0.022], [-0.091, -0.024, 0.065], [0.001, -0.130, 0.050], [-0.151, 0.116, -0.079], [0.043, -0.054, -0.104], [-0.132, 0.028, -0.027], [0.000, 0.038, 0.040], [0.213, -0.247, -0.205], [-0.364, 0.108, 0.209], [0.274, -0.292, 0.129], [-0.096, 0.235, -0.198], [0.011, -0.096, 0.211], [0.017, 0.091, -0.197], [-0.054, -0.112, 0.187], [-0.077, 0.178, -0.163], [-0.020, 0.190, -0.175], [0.102, -0.133, 0.053], [-0.033, 0.032, 0.033], [-0.109, 0.013, 0.005], [0.092, -0.055, -0.028], [0.007, -0.095, -0.064], [0.069, 0.126, -0.181], [0.042, -0.015, -0.124], [-0.014, 0.056, 0.086], [0.000, -0.049, -0.072], [0.014, -0.024, -0.025], [-0.005, 0.005, 0.016], [0.020, 0.011, -0.032], [0.052, -0.021, -0.013], [-0.031, -0.020, 0.135], [0.027, -0.039, 0.006], [-0.064, -0.058, 0.038], [-0.020, -0.001, 0.027], [0.030, 0.007, -0.018], [0.012, -0.002, -0.025], [-0.039, 0.047, -0.083], [-0.082, 0.044, 0.040], [0.032, -0.009, -0.050], [0.020, 0.010, -0.001], [0.036, -0.005, 0.022], [-0.025, 0.062, -0.020], [-0.047, -0.083, -0.041], [0.018, 0.002, 0.027], [0.002, 0.006, 0.060], [0.030, 0.025, 0.022], [-0.014, -0.016, 0.079], [-0.002, -0.006, -0.003], [-0.050, -0.017, 0.003], [0.115, -0.010, -0.092], [0.026, -0.019, -0.043], [-0.002, 0.002, 0.024], [0.003, -0.015, -0.004], [0.003, 0.017, -0.009], [0.043, -0.027, -0.043], [-0.024, 0.033, 0.027], [0.015, -0.052, -0.017], [0.025, -0.037, 0.099], [-0.008, 0.035, -0.035], [-0.034, -0.033, -0.036], [-0.004, -0.011, 0.009], [0.001, -0.007, 0.042], [-0.011, 0.029, -0.032], [0.025, 0.036, 0.015], [0.026, 0.009, -0.012], [0.084, -0.010, 0.014], [0.013, 0.035, 0.024], [-0.041, 0.036, -0.010], [0.002, -0.017, -0.043], [-0.146, 0.072, 0.114], [-0.004, -0.028, 0.007], [0.003, 0.005, -0.010], [0.052, -0.021, -0.007], [-0.033, 0.009, 0.019], [-0.006, 0.044, 0.031], [0.084, 0.044, -0.014], [0.029, 0.013, 0.030], [-0.075, 0.109, -0.071], [-0.135, -0.085, -0.085], [-0.024, 0.030, 0.176], [0.011, -0.001, -0.004], [0.003, -0.009, 0.046], [0.574, 0.063, 0.132], [0.114, 0.968, -0.836], [-0.017, 0.048, -0.252], [0.923, -0.500, -0.798], [0.468, 1.549, -0.099], [-0.552, 0.311, 1.165], [-0.143, -0.021, -0.419], [-0.137, -0.223, 0.154], [0.476, -0.079, -0.150], [0.728, 0.166, 0.791], [-0.678, 0.145, 0.595], [0.760, -0.241, -0.465], [-0.889, 0.197, -0.556], [-0.058, 0.132, 1.011], [0.804, -0.273, -0.350], [-0.599, 0.149, 0.200], [-0.022, -0.014, -0.381], [0.008, -0.022, -0.087], [-0.014, -0.005, 0.010], [-0.009, 0.016, -0.009], [-0.020, 0.008, -0.007]], "lowdin_charge": [0.526, -0.252, 0.633, -0.309, -0.121, -0.114, -0.100, -0.126, -0.381, 1.118, -0.417, -0.194, -0.197, -0.202, -0.200, -0.214, -0.415, -0.231, -0.191, -0.188, -0.212, -0.194, -0.330, -0.125, -0.102, -0.107, -0.111, -0.386, 1.086, -0.461, -0.221, -0.205, -0.216, -0.208, -0.234, -0.445, -0.189, -0.180, -0.200, -0.196, -0.201, 0.007, -0.031, 0.031, 0.083, 0.100, 0.093, 0.080, 0.083, 0.080, 0.113, 0.092, 0.106, 0.106, 0.108, 0.092, 0.115, 0.058, 0.119, 0.083, 0.111, 0.059, 0.106, 0.076, 0.101, 0.105, 0.105, 0.109, 0.060, 0.116, 0.097, 0.092, 0.092, 0.077, 0.100, 0.101, 0.093, 0.104, 0.112, 0.110, 0.101, 0.104, 0.112, 0.101, 0.091, 0.072, 0.102, 0.092, 0.064, 0.106, 0.104, 0.102, 0.101, 0.108, 0.104, 0.076, 0.765, -1.142, 0.788, -0.056, -0.049, -0.314, 0.622, -0.311, -0.481, -0.587, -0.277, 0.009, -0.111, 1.147, -0.263, -0.363, -0.012, -0.053, -0.072, -0.025, -0.390, -0.223, 0.098, 0.114, 0.103, 0.111], "energy_ev": -196713.583, "molar_mass_g_mol": 1197.350, "homo_lumo_gap_ev": 3.102, "max_force_ha_per_bohr": 0.04605, "total_charge": -1, "multiplicity": 1}